Record 1
This record from the OMol25 dataset describes CH3ClOSi in the gas phase in a non-equilibrium geometry. The level of theory is ωB97M-V/def2-TZVPD.

```
7
Properties=species:S:1:pos:R:3:forces:R:3
C 2.002 0.831 0.164 1.8 0.2 -1.3
O 2.533 1.851 0.386 -0.9 -0.8 0.1
Si 0.280 0.018 0.004 -0.3 0.7 -0.4
Cl 3.240 -0.703 -0.232 -0.5 0.5 0.3
H -0.685 0.980 -0.732 0.7 -0.6 0.8
H 0.261 0.130 1.505 -0.8 -0.7 -0.4
H 0.313 -1.265 -0.811 0.1 0.7 0.9
```
Positions in Å, forces in eV/Å.

For the relative energy (zero: lowest compared OMol25 entry of this formula, charge and spin), the calculation gives 34.5 kcal per mole. The HOMO-LUMO gap is 10.39 eV. As for the structure (SMILES): O=C([SiH3])Cl. The spin multiplicity is 1. The calculation puts the HOMO energy at -10.309 eV.

Atomic partial charges in e from the natural (NBO) method, atoms 1 to 6: 0.32 -0.46 0.76 -0.32 -0.12 -0.10

Record 2
This record from the OMol25 dataset describes 2 unconnected molecules or ions with the total composition CH3ClS2 in a non-equilibrium geometry. The level of theory is ωB97M-V/def2-TZVPD.

```
7
Properties=species:S:1:pos:R:3:forces:R:3
C 0.781 0.415 0.025 -0.4 -0.4 -0.6
S 1.761 -0.802 -0.739 1.1 -1.1 1.1
S 0.292 1.819 -0.888 -0.1 0.2 0.0
Cl 0.817 0.643 1.676 0.3 -0.1 1.7
H -1.586 -0.511 -0.047 0.2 0.0 0.0
H 2.421 -1.483 0.384 -1.3 1.5 -1.6
H -0.604 2.175 0.073 0.2 0.0 -0.6
```
Positions in Å, forces in eV/Å.

For the relative energy (zero: lowest compared OMol25 entry of this formula, charge and spin), the calculation gives 113.2 kcal per mole. The HOMO-LUMO gap (alpha / beta) is 9.56 / 6.77 eV. The spin multiplicity is 1. The calculation puts the HOMO energy (alpha / beta) at -9.768 / -7.274 eV.

Atomic partial charges in e from the natural (NBO) method, atoms 1 to 6: -0.53 0.08 0.09 0.06 -0.01 0.17

Record 3
This record from the OMol25 dataset describes 2 unconnected molecules or ions with the total composition CH3ClS2. The level of theory is ωB97M-V/def2-TZVPD.

```
7
Properties=species:S:1:pos:R:3:forces:R:3
C 1.897 0.540 0.045 0.0 -0.1 0.0
H -2.284 -1.297 0.009 0.1 -0.2 0.0
H -0.344 0.021 -0.121 0.1 0.1 0.0
H 2.633 1.344 0.133 -0.1 -0.1 0.0
S 0.293 1.197 -0.020 0.2 0.0 0.0
S 2.348 -1.012 -0.008 -0.1 0.3 0.0
Cl -3.155 -0.368 0.009 -0.2 0.2 0.0
```
Positions in Å, forces in eV/Å.

For the relative energy (zero: lowest compared OMol25 entry of this formula, charge and spin), the calculation gives 17.6 kcal per mole. The HOMO-LUMO gap is 8.63 eV. As for the structure (SMILES): S=CS.Cl. The spin multiplicity is 1. The calculation puts the HOMO energy at -9.002 eV.

Atomic partial charges in e from the natural (NBO) method, atoms 1 to 6: -0.49 0.26 0.12 0.21 0.13 0.02

Record 4
This record from the OMol25 dataset describes 2 unconnected molecules or ions with the total composition CH3F2NO in a non-equilibrium geometry. The level of theory is ωB97M-V/def2-TZVPD.

```
8
Properties=species:S:1:pos:R:3:forces:R:3
C 0.717 0.226 0.730 -1.0 -1.1 0.5
N -0.144 -0.431 -1.720 -0.8 -0.2 2.1
O -0.488 0.423 1.298 0.6 -1.0 0.3
F -0.221 -1.764 -1.385 0.1 0.5 -0.5
F -1.265 0.072 -1.000 0.2 -0.3 -1.5
H 1.105 1.089 0.312 1.3 1.2 -0.9
H 1.289 -0.690 0.966 -0.7 0.8 0.0
H -0.994 1.076 0.801 0.1 0.1 0.0
```
Positions in Å, forces in eV/Å.

For the relative energy (zero: lowest compared OMol25 entry of this formula, charge and spin), the calculation gives 181.4 kcal per mole. The HOMO-LUMO gap (alpha / beta) is 11.01 / 7.00 eV. The spin multiplicity is 1. The calculation puts the HOMO energy (alpha / beta) at -10.467 / -7.831 eV.

Atomic partial charges in e from the natural (NBO) method, atoms 1 to 6: 0.02 0.34 -0.65 -0.24 -0.30 0.15

Record 5
This record from the OMol25 dataset describes 2 unconnected molecules or ions with the total composition CH3F2NO in a non-equilibrium geometry. The level of theory is ωB97M-V/def2-TZVPD.

```
8
Properties=species:S:1:pos:R:3:forces:R:3
C 0.469 0.602 -0.361 -3.0 -2.9 -1.1
N -0.671 -1.108 0.843 -0.3 1.7 -1.6
O -0.282 1.362 -1.223 2.3 -0.1 1.6
F 0.830 1.207 0.675 1.3 1.7 1.7
F 1.414 -0.095 -0.953 0.3 0.4 0.0
H -0.462 -0.856 1.808 0.4 0.1 -0.2
H -0.237 -2.004 0.641 0.5 0.1 -0.1
H -1.062 0.892 -1.431 -1.6 -1.0 -0.4
```
Positions in Å, forces in eV/Å.

For the relative energy (zero: lowest compared OMol25 entry of this formula, charge and spin), the calculation gives 101.4 kcal per mole. The HOMO-LUMO gap (alpha / beta) is 9.88 / 8.43 eV. The spin multiplicity is 1. The calculation puts the HOMO energy (alpha / beta) at -9.638 / -8.617 eV.

Atomic partial charges in e from the natural (NBO) method, atoms 1 to 6: 1.07 -0.95 -0.70 -0.28 -0.31 0.33

Record 6
This record from the OMol25 dataset describes a molecular structure, CH3F2OP in a non-equilibrium geometry. The level of theory is ωB97M-V/def2-TZVPD.

```
8
Properties=species:S:1:pos:R:3:forces:R:3
C 0.372 0.553 0.226 -3.0 -1.2 1.9
O 1.312 -0.381 0.478 5.5 -1.1 -1.7
F 4.050 -1.122 0.233 -1.2 0.9 -1.2
F 3.737 1.214 0.418 -1.1 -1.6 -1.8
P 3.210 -0.009 -0.580 -1.5 0.0 5.0
H 0.737 1.430 -0.168 0.8 2.8 0.1
H -0.296 0.548 1.170 1.2 1.1 -1.1
H -0.355 0.279 -0.500 -0.7 -0.9 -1.2
```
Positions in Å, forces in eV/Å.

For the relative energy (zero: lowest compared OMol25 entry of this formula, charge and spin), the calculation gives 59.0 kcal per mole. The HOMO-LUMO gap is 8.98 eV. The spin multiplicity is 1. The calculation puts the HOMO energy at -9.576 eV.

Atomic partial charges in e from the natural (NBO) method, atoms 1 to 6: -0.25 -0.74 -0.57 -0.58 1.66 0.16

Record 7
This record from the OMol25 dataset describes 2 unconnected molecules or ions with the total composition CH3F2PS in a non-equilibrium geometry. The level of theory is ωB97M-V/def2-TZVPD.

```
8
Properties=species:S:1:pos:R:3:forces:R:3
C 1.164 1.803 0.729 1.2 -1.0 -2.2
F -0.512 -2.073 0.577 -0.3 0.1 0.4
F -0.907 -2.374 -1.698 -0.2 -0.5 -0.7
P -1.731 -1.874 -0.440 1.1 0.9 -0.2
S 1.076 1.277 -0.798 0.8 0.4 0.0
H -1.387 -0.492 -0.759 -0.6 -0.4 0.5
H 0.224 1.676 1.124 -1.7 0.4 2.2
H 2.073 2.059 1.266 -0.2 0.2 0.0
```
Positions in Å, forces in eV/Å.

For the relative energy (zero: lowest compared OMol25 entry of this formula, charge and spin), the calculation gives 44.2 kcal per mole. The HOMO-LUMO gap is 8.41 eV. As for the structure (SMILES): C=S.FPF. The spin multiplicity is 1. The calculation puts the HOMO energy at -8.929 eV.

Atomic partial charges in e from the natural (NBO) method, atoms 1 to 6: -0.46 -0.58 -0.58 1.30 0.07 -0.14

Record 8
This record from the OMol25 dataset describes a molecular structure, CH3F3NS in a non-equilibrium geometry. The level of theory is ωB97M-V/def2-TZVPD.

```
9
Properties=species:S:1:pos:R:3:forces:R:3
C -1.625 0.253 0.047 -1.1 -1.4 -1.4
N -0.450 0.556 0.581 1.7 0.1 1.1
F 1.345 -1.351 0.691 -0.2 1.1 0.1
F 1.514 0.290 -1.178 0.0 -0.1 3.6
F 3.259 -0.400 0.084 -1.2 1.1 1.0
S 1.796 0.111 0.461 0.8 -2.1 -4.6
H -1.359 0.349 -1.033 -0.3 -0.1 -0.3
H -2.394 0.983 0.214 -0.6 0.6 0.4
H -2.085 -0.791 0.133 0.9 0.8 0.2
```
Positions in Å, forces in eV/Å.

For the relative energy (zero: lowest compared OMol25 entry of this formula, charge and spin), the calculation gives 70.5 kcal per mole. As for the total charge: +1. The HOMO-LUMO gap (alpha / beta) is 8.48 / 8.42 eV. The spin multiplicity is 1. The calculation puts the HOMO energy (alpha / beta) at -15.533 / -15.727 eV.

Atomic partial charges in e from the natural (NBO) method, atoms 1 to 6: -0.59 -0.11 -0.39 -0.41 -0.42 2.01